# 1
DFT (ωB97M-V with the def2-TZVPD basis set) results for a 2-piece molecular cluster, C4H9N4S overall.

Atoms and positions in Å:
C 1.45 -1.24 -0.20
C 0.25 -1.42 0.46
C 1.81 0.12 -0.55
C -0.07 0.91 0.46
N -0.40 -0.33 0.91
N 1.02 1.14 -0.20
N 3.04 0.30 -1.10
N -0.84 1.89 0.97
S -3.35 -0.78 -0.76
H 1.81 -2.05 -0.69
H -0.09 -2.39 0.61
H -1.01 -0.45 1.71
H -4.47 -0.99 -1.31
H 3.56 -0.54 -1.40
H 3.52 1.16 -0.69
H -1.85 1.66 0.95
H -0.71 2.85 0.59
H -3.69 0.16 0.24

The total charge is +1. As for the multiplicity: 1. The LUMO energy comes out at -3.9 eV. The HOMO energy is -13.116 eV.


# 2
DFT (ωB97M-V with the def2-TZVPD basis set) results for one molecule with the formula C4H9NO.

Atoms and positions in Å:
C 1.61 -0.03 2.17
C 1.10 -0.06 0.75
O -0.05 -0.92 0.68
C -0.88 -0.67 -0.35
N -0.60 0.18 -1.24
C -1.61 0.49 -2.24
H 0.86 0.43 2.83
H 1.84 -1.03 2.54
H 2.52 0.58 2.21
H 0.80 0.94 0.41
H 1.85 -0.42 0.04
H -1.80 -1.26 -0.26
H -1.17 1.16 -2.99
H -2.47 1.00 -1.79
H -2.00 -0.40 -2.76

The total charge is 0. As for the multiplicity: 1. The LUMO energy comes out at 1.1 eV. As for the SMILES: CCO/C=N/C. The HOMO energy is -9.628 eV.


# 3
DFT (ωB97M-V with the def2-TZVPD basis set) results for one molecule with the formula C4H9NO.

Atoms and positions in Å:
C -0.60 -1.41 0.18
C -0.29 0.20 -0.38
C -1.33 1.18 0.16
C 1.12 0.75 -0.15
O 1.39 1.93 0.00
N 2.08 -0.22 -0.03
H -0.21 -1.45 1.18
H -0.17 -2.28 -0.39
H -1.69 -1.60 0.16
H -0.47 -0.42 -1.23
H -1.09 2.24 -0.04
H -2.33 0.98 -0.22
H -1.33 1.08 1.26
H 1.90 -1.10 -0.46
H 3.03 0.12 -0.04

The total charge is 0. As for the multiplicity: 1. The LUMO energy comes out at 0.8 eV. As for the SMILES: CC(C)C(N)=O. The HOMO energy is -9.846 eV.


# 4
DFT (ωB97M-V with the def2-TZVPD basis set) results for one molecule with the formula C4H9NO.

Atoms and positions in Å:
C 1.65 -0.26 0.84
C 0.96 -0.33 -0.49
N -0.34 -0.94 -0.61
C -0.24 0.51 -0.84
C -1.49 0.86 0.03
O -1.49 0.39 1.36
H 2.58 0.31 0.73
H 1.01 0.24 1.57
H 1.90 -1.27 1.19
H 1.59 -0.66 -1.32
H -0.56 -1.36 -1.49
H -0.16 0.86 -1.90
H -2.31 0.32 -0.51
H -1.71 1.91 0.08
H -1.41 -0.58 1.36

The total charge is 0. As for the multiplicity: 1. The LUMO energy comes out at 1.0 eV. As for the SMILES: C[C@H]1N[C@H]1CO. The HOMO energy is -9.811 eV.


# 5
DFT (ωB97M-V with the def2-TZVPD basis set) results for one molecule with the formula C4H9NO.

Atoms and positions in Å:
C 2.33 -0.57 0.03
C 1.45 0.54 0.52
C -0.33 0.55 -0.61
O 0.09 0.06 0.56
N -1.62 0.46 -0.78
C -2.54 -0.26 0.05
H 2.15 -0.80 -1.03
H 3.38 -0.29 0.15
H 2.10 -1.45 0.63
H 1.61 0.86 1.53
H 1.57 1.40 -0.16
H -1.88 0.85 -1.66
H -2.28 -1.31 -0.03
H -2.48 0.05 1.09
H -3.55 -0.09 -0.30

The total charge is 0. As for the multiplicity: 1. The LUMO energy comes out at 1.0 eV. The HOMO energy is -8.090 eV.


# 6
DFT (ωB97M-V with the def2-TZVPD basis set) results for one molecule with the formula C4H9NO.

Atoms and positions in Å:
C 1.73 -1.50 -0.51
O 0.32 -1.49 -0.34
C -0.25 -0.28 -0.10
N 0.41 0.78 -0.26
C -0.12 2.08 0.10
C -1.64 -0.53 0.43
H 2.00 -1.32 -1.55
H 2.06 -2.49 -0.19
H 2.19 -0.72 0.10
H -1.06 2.33 -0.41
H -0.28 2.17 1.18
H 0.61 2.84 -0.18
H -2.22 0.38 0.60
H -2.19 -1.19 -0.26
H -1.54 -1.08 1.37

The total charge is 0. As for the multiplicity: 1. The LUMO energy comes out at 1.0 eV. As for the SMILES: C/N=C(\C)OC. The HOMO energy is -9.478 eV.


# 7
DFT (ωB97M-V with the def2-TZVPD basis set) results for one molecule with the formula C4H9NO.

Atoms and positions in Å:
C 1.72 -0.78 0.59
C 0.21 -0.78 0.39
O -0.57 -0.85 1.55
C -0.19 0.57 -0.22
C -0.95 0.73 -1.45
N -1.61 0.81 -0.06
H 2.11 -1.74 0.95
H 2.20 -0.56 -0.38
H 2.01 0.00 1.29
H -0.06 -1.60 -0.32
H -1.38 -0.29 1.25
H 0.45 1.40 0.07
H -1.38 -0.13 -1.95
H -0.67 1.54 -2.15
H -1.88 1.70 0.36

The total charge is 0. As for the multiplicity: 1. The LUMO energy comes out at 1.0 eV. As for the SMILES: C[C@@H](O)[C@H]1CN1. The HOMO energy is -9.666 eV.


# 8
DFT (ωB97M-V with the def2-TZVPD basis set) results for a 2-piece molecular cluster, C4H9NO overall.

Atoms and positions in Å:
C -0.80 -1.32 -1.56
C -0.06 -0.29 -1.96
C -0.07 -0.07 1.54
N 1.05 -0.62 1.33
O 1.94 0.24 0.69
C -0.49 1.32 1.17
H -0.79 -0.73 2.02
H -1.73 -1.58 -2.06
H -0.50 -1.93 -0.72
H 0.86 -0.03 -1.44
H -0.35 0.33 -2.80
H 2.74 -0.30 0.61
H -1.11 1.76 1.95
H 0.38 1.95 0.99
H -1.08 1.28 0.25

The total charge is 0. As for the multiplicity: 1. The LUMO energy comes out at 1.0 eV. As for the SMILES: C/C=N\O.C=C. The HOMO energy is -9.803 eV.


Question: multiplicity of number 7 (C4H9NO)?
Answer: 1


What did the second record say?
DFT (ωB97M-V with the def2-TZVPD basis set) results for one molecule with the formula C4H9NO.

Atoms and positions in Å:
C 1.61 -0.03 2.17
C 1.10 -0.06 0.75
O -0.05 -0.92 0.68
C -0.88 -0.67 -0.35
N -0.60 0.18 -1.24
C -1.61 0.49 -2.24
H 0.86 0.43 2.83
H 1.84 -1.03 2.54
H 2.52 0.58 2.21
H 0.80 0.94 0.41
H 1.85 -0.42 0.04
H -1.80 -1.26 -0.26
H -1.17 1.16 -2.99
H -2.47 1.00 -1.79
H -2.00 -0.40 -2.76

The total charge is 0. As for the multiplicity: 1. The LUMO energy comes out at 1.1 eV. As for the SMILES: CCO/C=N/C. The HOMO energy is -9.628 eV.